[1]
Molecular formula: C30H28I2N8OPS3Yb
Method: DFT, the ωB97M-V functional and the def2-TZVPD basis

The geometry in XYZ format:
```
74
Properties=species:S:1:pos:R:3
H 4.6726 0.9381 3.7937
N 0.1129 -1.9994 0.7691
C -0.4708 -3.9704 1.6545
C -2.0867 3.4650 -1.9581
H 6.3534 -2.1426 0.3476
C -1.2509 1.9138 5.4400
H 3.4824 -2.3809 -3.2795
C 0.5918 0.5966 -2.4749
C 0.8028 -2.9563 0.1349
H -4.0827 3.1008 2.6511
H -2.6341 -1.6533 -1.3907
S 3.2497 1.7425 -0.8476
N 0.4670 -4.1783 0.6562
C 5.5061 -0.3238 2.1895
I -3.7427 3.6015 5.4929
H 3.3637 -1.2319 -4.6361
P 2.0250 -2.8351 -1.1560
I 1.2727 0.3372 6.1372
C 1.6028 -1.2181 -1.8226
C -2.1284 1.2508 0.5937
C -3.7718 0.0402 -2.0837
H 4.7266 -2.3304 -0.3695
C -3.0004 2.3386 -2.3537
C 1.5528 0.3546 -3.3910
H -2.4346 4.4056 -2.3861
C 1.9768 2.8791 -0.9658
C -0.6694 -2.6309 1.7065
H -0.0908 1.4271 -2.4330
C 4.5542 0.3324 2.9076
C -3.2083 2.0726 1.0156
C -3.6581 -1.2767 -1.3648
C -1.2695 1.2134 2.7312
H 1.8784 0.9208 -4.2457
H 0.2881 -6.2304 0.3893
N -1.2021 0.8399 1.4340
C 5.4422 -1.6215 0.0441
H -1.0641 3.3009 -2.3057
C -0.2637 1.0810 4.9137
H 4.2728 -0.7947 -3.1694
H -3.9208 -1.1548 -0.3112
C 3.3991 -1.3291 -3.5509
H 5.6956 -0.8970 -0.7371
C -4.8053 1.4781 -3.7170
H -1.2304 2.1862 6.4856
N 3.3314 0.0916 2.3458
H -3.9481 2.3819 0.2895
C -2.2901 2.0452 3.2452
H -4.3188 -2.0230 -1.8064
C 3.4956 -0.6955 1.2666
O 0.6504 -0.1229 3.0938
H -1.3192 -2.0677 2.3572
H -5.5423 1.6339 -4.4967
C -2.9202 1.0920 -1.7254
H -1.1610 0.2764 -0.8826
N -1.9663 0.8767 -0.7042
H -2.0137 3.5684 -0.8755
C 1.0278 -5.4396 0.2583
N 4.8322 -0.9626 1.1716
H -4.0286 3.4742 -3.8438
C -0.2179 0.6776 3.5723
H 6.5758 -0.3937 2.3055
C -3.2752 2.4612 2.3183
H 1.9210 -5.6818 0.8411
S 0.7596 2.7912 0.2750
S 1.8062 3.9484 -2.2494
C -4.7113 0.2469 -3.0855
H 1.3106 -5.3738 -0.7938
H -0.8816 -4.7856 2.2255
C -2.2447 2.3756 4.6184
C -3.9578 2.5109 -3.3512
H -5.3800 -0.5589 -3.3681
N 0.6202 -0.3653 -1.4845
Yb 1.3495 0.1504 0.9224
N 2.1926 -0.7936 -2.9774
```

Results
Expectation value of S²   0.751
LUMO energy (spin up / spin down)   3.508 / 3.508 eV
E   -4963.5269 Ha
HOMO (spin up / spin down)   -1.18 / -1.20 eV
Spin multiplicity   2
Net charge   -2
ΔE to the lowest compared entry with this formula, charge and spin   0.4269 eV

For each atom in turn, the Mulliken charge in e is:
1 H 0.392
2 N 0.693
3 C -0.784
4 C -0.871
5 H 0.324
6 C -0.498
7 H 0.352
8 C -0.195
9 C 0.132
10 H 0.121
11 H 0.134
12 S -0.375
13 N 0.182
14 C -0.096
15 I -0.079
16 H 0.349
17 P -0.815
18 I -0.054
19 C 0.152
20 C 0.326
21 C 0.984
22 H 0.173
23 C 1.136
24 C -0.846
25 H 0.439
26 C 0.123
27 C -0.689
28 H -0.145
29 C -0.929
30 C -0.882
31 C -1.117
32 C -0.022
33 H 0.354
34 H 0.343
35 N 0.778
36 C -0.700
37 H 0.032
38 C -0.408
39 H 0.249
40 H 0.251
41 C -0.925
42 H 0.207
43 C -0.745
44 H 0.317
45 N -0.076
46 H 0.536
47 C 0.932
48 H 0.423
49 C -0.494
50 O -0.572
51 H 0.416
52 H 0.390
53 C -0.645
54 H -0.431
55 N 2.129
56 H 0.113
57 C -0.998
58 N 0.372
59 H 0.416
60 C 0.110
61 H 0.398
62 C -1.380
63 H 0.263
64 S -0.367
65 S -0.440
66 C -1.023
67 H 0.367
68 H 0.449
69 C -0.127
70 C -1.101
71 H 0.370
72 N -0.070
73 Yb 0.293
74 N 0.376

***

[2]
Molecular formula: C30H28MnN2Si
Method: DFT, the ωB97M-V functional and the def2-TZVPD basis

The geometry in XYZ format:
```
62
Properties=species:S:1:pos:R:3
H -0.3900 -3.2640 6.5172
C 0.0565 -0.8246 4.1055
C -0.9526 1.2963 -2.8377
H -1.4307 1.8700 -6.1925
C 1.1193 -3.3482 0.8877
H -0.7870 -1.0052 7.4457
C -2.8860 -2.0812 -1.5409
C 2.6584 0.7050 -3.3557
C -0.5049 2.8044 2.2589
Si 0.4394 0.7424 -1.6958
C -2.9298 2.2054 -4.6510
H -3.4961 -1.5714 -2.3011
C 0.9087 2.5990 2.2192
H -3.4913 -2.8086 -1.0677
H -2.4580 1.6247 -1.3144
H -3.6800 2.5793 -5.3595
C -2.2324 1.6715 -2.3790
C 0.8482 -3.9109 2.1170
H 3.8041 -1.2189 -5.9144
C 0.9823 -1.9596 0.7207
H -0.6184 1.5220 7.1200
C -0.0483 1.2958 5.0527
C -0.9530 3.2143 0.9780
H 2.0340 -2.7277 -5.0368
H -4.2031 2.4136 -2.9196
C 3.4168 0.3210 -4.4574
H 0.0644 2.3758 4.9253
H 0.9456 -4.9792 2.3123
H 1.5422 2.4336 3.0918
C 0.3391 -1.6702 2.9498
H 4.1761 1.0061 -4.8397
H 1.4458 -3.9627 0.0477
N 0.5792 -1.1363 1.7135
H 1.2576 1.9844 -1.5956
C -1.6729 1.8223 -5.1257
H -1.0935 2.8025 3.1673
C 0.4466 -3.0814 3.1805
C -0.4274 0.8022 6.3201
H 0.2789 -4.7052 4.6105
H 2.8417 1.6763 -2.8972
C -0.1763 -2.8383 5.5346
H 0.1591 3.6696 -0.8998
C 1.3690 2.9484 0.8855
H 0.2815 1.0880 -4.5993
C 0.1821 3.2805 0.1150
H 0.6324 -2.0359 -3.0786
Mn 0.3959 0.9838 0.7016
H -1.9567 3.5356 0.7181
C 1.4151 -1.3754 -3.4587
C 2.1998 -1.7626 -4.5571
H -2.4954 -1.3528 -0.8135
C 1.6094 -0.1117 -2.8797
C 3.1976 -0.9204 -5.0599
N 0.1629 0.5125 3.9938
C -0.7010 1.3777 -4.2215
H 2.4046 3.0573 0.5738
C -3.2107 2.1174 -3.2809
C -0.5178 -0.5674 6.4825
H -2.0397 -2.5800 -2.0310
C 0.1821 -3.6270 4.4722
C -0.2382 -1.4245 5.3898
H 1.2148 -1.4874 -0.2462
```

Results
Expectation value of S²   6.386
LUMO energy (spin up / spin down)   -5.158 / -3.557 eV
E   -2709.7143 Ha
HOMO (spin up / spin down)   -10.83 / -11.08 eV
Spin multiplicity   5
Net charge   +1

For each atom in turn, the natural (NBO) charge in e is:
1 H 0.233
2 C 0.228
3 C -0.380
4 H 0.226
5 C -0.251
6 H 0.233
7 C -0.846
8 C -0.203
9 C -0.265
10 Si 0.730
11 C -0.181
12 H 0.228
13 C -0.369
14 H 0.219
15 H 0.198
16 H 0.224
17 C -0.228
18 C -0.085
19 H 0.228
20 C 0.078
21 H 0.240
22 C 0.055
23 C -0.304
24 H 0.222
25 H 0.221
26 C -0.207
27 H 0.198
28 H 0.237
29 H 0.263
30 C 0.168
31 H 0.226
32 H 0.247
33 N -0.566
34 H -0.185
35 C -0.209
36 H 0.245
37 C -0.078
38 C -0.233
39 H 0.232
40 H 0.223
41 C -0.160
42 H 0.267
43 C -0.426
44 H 0.222
45 C -0.229
46 H 0.202
47 Mn 1.340
48 H 0.255
49 C -0.151
50 C -0.213
51 H 0.193
52 C -0.490
53 C -0.194
54 N -0.476
55 C -0.220
56 H 0.268
57 C -0.222
58 C -0.124
59 H 0.207
60 C -0.182
61 C -0.087
62 H 0.213

***

Question: Which of these has the highest net charge?
Answer: C30H28MnN2Si

***

Question: Which of these has the highest spin multiplicity?
Answer: C30H28MnN2Si

***

Question: Among the records above, which one has the lowest net charge?
Answer: C30H28I2N8OPS3Yb